Run i
The following is a DFT calculation (ωB97M-V/def2-TZVPD) of the ion C4H7N2S with charge +1.

- highest occupied orbital energy (Eh) = -0.501
- SMILES string = C=NC(=S)[N+](=C)C
- LUMO (eV) = -6.2

The geometry in ORCA input format:
```
! RIJCOSX wB97M-V def2-TZVPD def2/J DEFGRID3
* xyz 1 1
C -2.0191 1.7672 0.6446
C 0.6173 -1.9534 0.5541
C -1.1164 -0.4715 0.0625
C 1.1350 0.2246 -0.0866
N -1.2728 1.1275 -0.1055
N 0.2144 -0.8412 0.1644
S -2.4429 -1.3265 -0.2783
H -2.4166 2.8640 0.5784
H -2.4067 1.2882 1.5196
H 1.6599 -2.1803 0.6643
H -0.2215 -2.7880 0.5784
H 2.1837 -0.1827 -0.1062
H 1.1242 0.8146 0.8448
H 0.9259 0.7776 -0.9416
*
```

Run ii
The following is a DFT calculation (ωB97M-V/def2-TZVPD) of a structure of composition C4H7N2S.

- highest occupied orbital energy (Eh) = -0.469
- LUMO (eV) = -4.8

The geometry in ORCA input format:
```
! RIJCOSX wB97M-V def2-TZVPD def2/J DEFGRID3
* xyz 1 1
C 0.5304 0.6076 1.6874
C 0.7755 1.9036 2.1572
C 0.6555 0.7841 -0.5174
C -0.7649 -1.4800 1.6136
N -0.0753 -0.4642 1.8987
N -0.6311 0.7976 -0.9441
S -0.5333 2.7692 1.8931
H 1.7899 2.1334 2.6531
H 1.3117 1.8167 -0.4698
H 1.1388 -0.1881 -0.7208
H -0.4485 -2.4166 1.9384
H -1.7121 -1.4123 1.2362
H -1.0291 1.7193 -0.9667
H -1.0188 -0.1281 -1.2885
*
```

Tell me which of them is the least stable. Sure, it is run ii.